# 1
Formula: C19H34BeN6O7
Source: the Open Molecules 2025 dataset
Level of theory: the ωB97M-V functional and the def2-TZVPD basis

Last column: natural (NBO) charge in e.
Element x y z (Å)
O1 -1.486 -0.738 -5.063  -0.98
H1 -1.899 -0.215 -5.774  0.47
Be1 0.568 0.733 -1.723  1.67
N1 1.238 -0.860 -2.473  -0.21
N2 -1.689 -2.140 -2.874  -0.09
N3 1.275 2.271 -1.889  -0.42
N4 -0.727 1.605 -0.798  -0.16
O2 2.401 -0.433 -2.832  -0.67
O3 2.459 2.469 -2.619  -0.59
O4 -1.780 1.019 -0.387  -0.56
O5 -2.454 -1.450 -1.892  -0.56
C1 -0.466 -2.613 -2.517  0.22
C2 0.811 -2.048 -2.933  0.05
C3 0.603 3.334 -1.454  0.28
C4 -0.599 2.948 -0.777  0.00
C5 1.714 -2.852 -3.810  -0.67
H2 1.114 -3.359 -4.574  0.21
H3 2.248 -3.623 -3.237  0.21
H4 2.445 -2.197 -4.295  0.25
C6 -0.471 -3.887 -1.737  -0.68
H5 -0.923 -4.704 -2.326  0.22
H6 -1.055 -3.768 -0.812  0.24
H7 0.549 -4.185 -1.457  0.22
C7 0.968 4.749 -1.709  -0.68
C8 -1.643 3.871 -0.273  -0.67
H8 1.908 4.829 -2.264  0.25
H9 1.061 5.286 -0.754  0.24
H10 0.173 5.241 -2.293  0.24
H11 -2.471 3.273 0.117  0.26
H12 -2.019 4.500 -1.092  0.21
H13 -1.271 4.543 0.511  0.22
H14 2.699 1.532 -2.890  0.52
H15 -1.921 -0.699 -1.514  0.50
C9 -2.534 -2.530 -3.969  -0.42
H16 -2.214 -1.464 -4.711  0.41
H17 -3.589 -2.537 -3.696  0.23
H18 -2.141 -3.395 -4.513  0.21
O6 -0.465 0.741 -3.097  -1.05
H19 -0.811 0.077 -3.795  0.55
H20 -0.303 1.559 -3.602  0.50
C10 -2.271 -1.005 5.356  -0.63
C11 -0.787 -1.271 5.456  -0.21
N5 0.027 -0.620 4.400  -0.46
C12 0.166 0.843 4.539  -0.22
C13 0.823 1.215 5.863  -0.62
C14 -0.069 -1.185 3.131  0.66
O7 -0.848 -2.097 2.860  -0.60
C15 0.908 -0.663 2.113  -0.11
C16 2.238 -0.350 2.435  -0.15
C17 3.048 0.157 1.422  -0.26
C18 2.495 0.359 0.153  0.07
N6 1.212 0.086 -0.130  -0.57
C19 0.461 -0.531 0.801  0.08
H21 -2.485 0.070 5.350  0.20
H22 -2.773 -1.463 6.213  0.21
H23 -2.662 -1.463 4.442  0.24
H24 -0.382 -0.907 6.404  0.19
H25 -0.596 -2.347 5.365  0.22
H26 0.769 1.229 3.709  0.22
H27 -0.832 1.322 4.475  0.19
H28 1.796 0.719 5.969  0.21
H29 0.996 2.296 5.881  0.22
H30 0.193 0.951 6.721  0.21
H31 2.603 -0.520 3.450  0.23
H32 4.094 0.415 1.568  0.23
H33 3.100 0.755 -0.661  0.23
H34 -0.529 -0.877 0.514  0.25

As for the relative energy (zero: lowest compared OMol25 entry of this formula, charge and spin): 73.6 kcal/mol. The value obtained for the highest occupied orbital energy (spin up / spin down) is -7.16 / -7.49 eV. The calculation puts the orbital gap (spin up / spin down) at 0.259 / 0.275 Ha. The total energy is -43922.14549 eV.

# 2
Formula: C41H50AsN2O4SSi3V
Source: the Open Molecules 2025 dataset
Level of theory: the ωB97M-V functional and the def2-TZVPD basis

Last column: Mulliken spin population.
Element x y z (Å)
V1 0.176 0.853 -0.601  1.21
C1 2.941 3.580 5.173  0.00
C2 2.973 3.047 3.766  0.00
C3 2.255 3.657 2.745  0.00
C4 2.280 3.175 1.444  0.01
C5 3.012 2.029 1.163  0.00
C6 3.775 1.416 2.166  0.01
C7 3.749 1.931 3.447  0.00
S1 3.271 1.308 -0.456  0.01
O1 3.807 0.007 -0.208  0.00
O2 3.986 2.277 -1.225  0.00
N1 1.803 0.985 -1.374  -0.07
C8 1.623 2.015 -2.451  0.04
C9 1.153 3.236 -1.638  -0.01
O3 1.489 4.367 -1.778  0.00
O4 0.310 2.774 -0.673  -0.01
H1 2.317 4.470 5.248  0.00
H2 3.946 3.838 5.512  0.00
H3 2.551 2.829 5.865  0.00
H4 1.675 4.548 2.957  0.00
H5 1.741 3.709 0.680  -0.01
H6 4.370 0.541 1.945  0.00
H7 4.351 1.458 4.216  0.00
H8 0.826 1.703 -3.129  0.00
H9 2.532 2.240 -2.994  0.00
C10 -4.267 -0.069 -2.834  0.00
Si1 -2.595 -0.273 -2.036  -0.01
C11 -1.438 -0.913 -3.354  0.01
C12 -3.001 -1.507 -0.685  0.00
C13 -1.803 1.282 -1.280  -0.16
Si2 -2.288 2.773 -2.436  0.03
C14 -4.126 3.100 -2.193  -0.01
C15 -1.551 4.465 -2.219  0.00
C16 -1.969 2.403 -4.238  0.00
Si3 -2.431 1.787 0.438  0.01
C17 -4.140 1.243 0.934  -0.01
C18 -2.274 3.574 0.907  0.00
C19 -1.252 0.960 1.726  0.02
C20 -1.507 0.920 3.089  -0.01
C21 -0.538 0.444 3.961  0.01
C22 0.676 -0.022 3.474  -0.01
C23 0.881 -0.005 2.119  0.07
N2 -0.051 0.499 1.282  -0.08
H10 -4.506 -1.032 -3.301  0.00
H11 -4.334 0.697 -3.602  0.00
H12 -5.041 0.125 -2.087  0.00
H13 -0.415 -1.060 -3.003  0.00
H14 -1.402 -0.209 -4.183  0.01
H15 -1.779 -1.866 -3.760  0.00
H16 -3.632 -2.305 -1.088  0.00
H17 -3.578 -1.015 0.097  0.00
H18 -2.147 -1.982 -0.215  0.00
H19 -4.275 3.853 -1.415  0.00
H20 -4.737 2.237 -1.951  0.00
H21 -4.524 3.529 -3.123  0.00
H22 -1.260 4.743 -1.209  0.00
H23 -2.340 5.150 -2.548  0.00
H24 -0.687 4.626 -2.866  0.00
H25 -2.587 1.616 -4.664  0.00
H26 -0.922 2.168 -4.450  0.00
H27 -2.199 3.331 -4.775  0.00
H28 -4.847 1.317 0.104  0.00
H29 -4.488 1.923 1.719  0.00
H30 -4.181 0.227 1.326  0.00
H31 -3.017 4.197 0.406  0.00
H32 -1.285 3.972 0.685  0.00
H33 -2.448 3.651 1.985  0.00
H34 -2.459 1.278 3.460  0.00
H35 -0.731 0.432 5.027  0.00
H36 1.447 -0.408 4.126  0.00
H37 1.796 -0.377 1.675  -0.03
C24 -0.463 -6.168 -2.864  0.00
C25 0.743 -6.006 -2.199  0.00
C26 1.045 -4.811 -1.559  0.00
C27 0.133 -3.756 -1.573  0.00
C28 -1.076 -3.931 -2.235  0.00
C29 -1.374 -5.125 -2.878  0.00
As1 0.560 -2.103 -0.568  -0.02
C30 2.442 -2.465 -0.354  0.01
C31 3.415 -2.354 -1.333  -0.01
C32 4.707 -2.764 -1.046  0.00
C33 5.013 -3.262 0.218  0.00
C34 4.031 -3.376 1.191  0.00
C35 2.726 -2.988 0.902  0.00
C36 1.555 -3.140 1.801  0.01
C37 1.604 -3.595 3.113  0.00
C38 0.438 -3.688 3.861  0.00
C39 -0.784 -3.330 3.304  0.00
C40 -0.843 -2.869 1.993  0.00
C41 0.322 -2.783 1.246  0.00
H38 -0.689 -7.099 -3.368  0.00
H39 1.466 -6.811 -2.175  0.00
H40 1.992 -4.731 -1.050  0.00
H41 -1.802 -3.147 -2.264  0.00
H42 -2.324 -5.234 -3.388  0.00
H43 3.177 -1.951 -2.309  0.00
H44 5.480 -2.687 -1.800  0.00
H45 6.026 -3.572 0.443  0.00
H46 4.281 -3.788 2.161  0.00
H47 2.550 -3.881 3.556  0.00
H48 0.482 -4.051 4.881  0.00
H49 -1.693 -3.413 3.887  0.00
H50 -1.801 -2.593 1.576  0.00

The charge is +1. As for the relative energy (zero: lowest compared OMol25 entry of this formula, charge and spin): 30.7 kcal/mol. The value obtained for the highest occupied orbital energy (spin up / spin down) is -11.01 / -11.01 eV. As for the spin multiplicity: 2. The calculation puts the orbital gap (spin up / spin down) at 0.243 / 0.268 Ha. The total energy is -175489.77203 eV.

# 3
Formula: C2H9NO4
Source: the Open Molecules 2025 dataset
Level of theory: the ωB97M-V functional and the def2-TZVPD basis

Last column: natural (NBO) charge in e.
Element x y z (Å)
N1 0.962 1.488 1.325  -0.80
C1 0.020 0.408 1.558  -0.34
C2 -0.178 -0.505 0.432  0.77
O1 -0.211 0.007 -0.677  -0.62
O2 -0.641 -1.806 0.727  -0.71
H1 1.035 2.024 2.113  0.36
H2 1.865 1.025 1.065  0.35
H3 -0.983 0.865 1.608  0.23
H4 0.312 -0.023 2.552  0.19
H5 -0.442 -2.263 -0.166  0.51
O3 -0.234 3.247 -1.375  -0.94
H6 -0.377 2.302 -1.159  0.48
H7 -1.175 3.444 -1.476  0.45
O4 0.182 -2.870 -1.433  -0.91
H8 0.400 -2.257 -2.019  0.48
H9 0.804 -3.574 -1.672  0.49

As for the relative energy (zero: lowest compared OMol25 entry of this formula, charge and spin): 33.0 kcal/mol. The value obtained for the highest occupied orbital energy is -9.38 eV. The calculation puts the orbital gap at 0.357 Ha. The total energy is -11899.39924 eV.

| no. | M (Da) | F_max (eV/Å) |
| --- | --- | --- |
| 1 | 467.5 | 3.68 |
| 2 | 877.1 | 2.28 |
| 3 | 111.1 | 6.39 |